Record 1
The following is a DFT calculation (the ωB97M-V functional and the def2-TZVPD basis) of a molecular structure, C10H16N4O in a non-equilibrium geometry.

Each line ends with the Löwdin charge.
Positions of all 31 atoms, in Å:
C (-3.423, -2.218, 0.430)  0.011
C (-2.676, -0.894, 0.135)  -0.251
C (-3.346, 0.379, 0.275)  0.054
C (-2.783, 1.505, 0.076)  -0.800
O (-3.263, 2.484, 0.061)  0.203
N (-1.540, 1.298, -0.207)  0.262
C (-0.971, 0.052, -0.259)  -0.323
N (-1.548, -0.919, -0.348)  0.176
N (0.351, 0.146, -0.950)  -0.005
C (1.144, -1.188, -0.758)  -0.141
H (0.283, -1.718, -0.668)  0.057
H (1.590, -1.191, -1.763)  0.137
C (2.046, -1.399, 0.364)  -0.098
H (1.487, -0.863, 1.411)  0.205
H (2.336, -2.270, 0.452)  0.021
C (3.202, -0.375, 0.488)  -0.334
N (3.111, 0.881, 0.823)  -0.091
H (3.837, 1.531, 0.544)  0.121
C (1.942, 1.806, 0.336)  -0.069
H (1.059, 1.522, 1.288)  0.156
C (1.197, 1.287, -1.058)  -0.143
H (1.931, 1.148, -1.511)  -0.020
H (0.671, 2.231, -1.348)  0.130
H (1.952, 2.826, 0.597)  0.062
H (4.046, -0.568, 0.785)  0.019
H (3.742, -0.403, -0.679)  0.159
H (-0.976, 2.070, -0.388)  0.126
H (-4.505, 0.477, 0.557)  0.179
H (-4.593, -2.142, 0.749)  0.142
H (-3.380, -2.837, -0.502)  0.097
H (-2.925, -2.656, 1.066)  -0.041

Electronic energy ... -18624.647 eV
LUMO level ... 0.652 eV
F_max ... 19.24 eV Å⁻¹
Kohn-Sham gap ... 8.70 eV

Record 2
The following is a DFT calculation (the ωB97M-V functional and the def2-TZVPD basis) of 2 unconnected molecules or ions with the total composition C10H16O in a non-equilibrium geometry.

Each line ends with the Löwdin charge.
Positions of all 27 atoms, in Å:
C (1.527, -3.201, -1.093)  -0.065
C (1.493, -0.997, -2.358)  -0.041
C (0.886, -1.880, -1.448)  -0.288
C (0.933, 0.252, -2.643)  -0.015
C (-0.183, 0.558, -1.892)  -0.322
C (-0.325, -1.596, -0.838)  -0.047
C (-0.874, -0.342, -1.110)  -0.033
O (-0.567, 1.881, -1.747)  0.017
H (2.428, -1.366, -2.759)  0.111
H (1.570, 0.861, -3.264)  0.112
H (1.547, -3.852, -1.981)  0.080
H (1.041, -3.734, -0.297)  0.066
H (-0.847, -2.273, -0.179)  0.113
H (-0.223, 2.496, -2.418)  0.111
H (-1.803, -0.027, -0.657)  0.115
H (2.616, -3.086, -0.989)  0.078
C (-0.420, 1.556, 2.785)  -0.298
C (-0.880, 2.701, 1.863)  -0.124
C (-1.096, 0.200, 2.488)  -0.120
H (0.656, 1.566, 2.858)  0.095
H (-0.907, 1.767, 3.756)  0.094
H (-0.107, 3.386, 1.529)  0.059
H (-1.728, 3.351, 2.123)  0.068
H (-2.150, 0.233, 2.267)  0.073
H (-0.565, -0.311, 1.674)  0.045
H (-1.312, 2.214, 0.978)  0.046
H (-0.709, -0.357, 3.350)  0.070

SMILES ... Cc1ccc(O)cc1.CCC
Electronic energy ... -12675.831 eV
LUMO level ... 0.872 eV
F_max ... 3.27 eV Å⁻¹
Kohn-Sham gap ... 9.15 eV

Record 3
The following is a DFT calculation (the ωB97M-V functional and the def2-TZVPD basis) of 2 unconnected molecules or ions with the total composition C10H16O in a non-equilibrium geometry.

Each line ends with the Löwdin charge.
Positions of all 27 atoms, in Å:
C (2.715, 0.361, 1.070)  -0.048
C (-0.509, 2.874, -0.200)  -0.329
C (-0.820, 1.651, 0.326)  -0.015
C (0.823, 3.258, -0.374)  -0.013
C (0.224, 0.893, 0.885)  -0.068
C (1.820, 2.506, 0.191)  -0.048
C (1.539, 1.276, 0.798)  -0.288
O (-1.451, 3.754, -0.671)  0.042
H (-1.785, 1.161, 0.252)  0.108
H (-2.274, 3.298, -0.869)  0.102
H (0.981, 4.203, -0.869)  0.117
H (0.019, 0.007, 1.482)  0.109
H (2.846, 2.836, 0.123)  0.113
H (2.359, -0.540, 1.555)  0.069
H (3.441, 0.882, 1.677)  0.072
H (3.177, 0.060, 0.127)  0.084
C (-0.744, -2.150, -0.691)  -0.314
C (-2.230, -1.915, -0.415)  -0.133
C (-0.377, -3.614, -0.546)  -0.119
H (-0.533, -1.694, -1.646)  0.096
H (-0.195, -1.501, -0.020)  0.060
H (-2.490, -1.729, 0.632)  0.069
H (0.669, -3.811, -0.308)  0.068
H (-2.863, -2.785, -0.639)  0.071
H (-2.624, -1.055, -0.943)  0.055
H (-0.875, -3.974, 0.361)  0.069
H (-0.844, -4.252, -1.290)  0.071

SMILES ... Cc1ccc(O)cc1.CCC
Electronic energy ... -12676.465 eV
LUMO level ... 0.826 eV
F_max ... 1.40 eV Å⁻¹
Kohn-Sham gap ... 9.27 eV

Record 4
The following is a DFT calculation (the ωB97M-V functional and the def2-TZVPD basis) of 2 unconnected molecules or ions with the total composition C10H16O in a non-equilibrium geometry.

Each line ends with the Löwdin charge.
Positions of all 27 atoms, in Å:
C (-2.187, 2.367, -0.557)  -0.058
C (0.674, 1.133, -2.778)  -0.010
C (-0.533, 1.638, -2.309)  -0.057
C (1.601, 0.810, -1.795)  -0.305
C (-0.825, 1.889, -0.978)  -0.285
C (1.332, 1.009, -0.445)  -0.037
C (0.149, 1.594, -0.011)  -0.041
O (2.629, -0.113, -2.031)  0.015
H (0.853, 1.015, -3.837)  0.113
H (-1.387, 1.768, -2.964)  0.113
H (3.141, 0.179, -2.791)  0.096
H (2.076, 0.662, 0.260)  0.116
H (-2.941, 1.580, -0.550)  0.081
H (-2.519, 3.219, -1.148)  0.078
H (-0.041, 1.654, 1.052)  0.111
H (-2.149, 2.696, 0.479)  0.070
C (0.110, -1.529, 2.038)  -0.305
C (-1.276, -1.924, 1.499)  -0.103
C (1.113, -2.689, 2.049)  -0.128
H (0.079, -1.234, 3.075)  0.089
H (0.541, -0.701, 1.478)  0.058
H (-1.314, -1.614, 0.460)  0.062
H (-1.354, -3.014, 1.474)  0.063
H (1.589, -2.849, 1.086)  0.065
H (-2.093, -1.562, 2.121)  0.065
H (0.722, -3.588, 2.510)  0.067
H (2.010, -2.397, 2.614)  0.067

SMILES ... Cc1ccc(O)cc1.CCC
Electronic energy ... -12676.422 eV
LUMO level ... 0.889 eV
F_max ... 1.73 eV Å⁻¹
Kohn-Sham gap ... 9.49 eV

Record 5
The following is a DFT calculation (the ωB97M-V functional and the def2-TZVPD basis) of 2 unconnected molecules or ions with the total composition C10H16O in a non-equilibrium geometry.

Each line ends with the Löwdin charge.
Positions of all 27 atoms, in Å:
C (1.749, 1.889, -1.524)  -0.326
C (2.938, 2.039, -0.607)  -0.142
C (1.036, 3.218, -1.776)  -0.121
H (2.014, 1.276, -2.389)  0.095
H (1.045, 1.250, -0.977)  0.086
H (2.908, 1.456, 0.318)  0.068
H (1.673, 4.066, -1.978)  0.065
H (3.293, 3.029, -0.294)  0.070
H (3.875, 1.710, -1.081)  0.066
H (0.103, 3.085, -2.324)  0.065
H (0.601, 3.457, -0.787)  0.075
C (-2.755, -0.819, 2.621)  -0.070
C (-0.180, -2.272, -0.419)  -0.341
C (-1.101, -1.302, -0.741)  -0.015
C (-0.260, -2.939, 0.810)  -0.018
C (-2.087, -0.985, 0.243)  -0.049
C (-1.138, -2.535, 1.775)  -0.042
C (-2.032, -1.487, 1.504)  -0.306
O (0.831, -2.624, -1.255)  0.045
H (-1.148, -0.856, -1.726)  0.109
H (0.810, -2.158, -2.103)  0.110
H (0.391, -3.795, 0.945)  0.119
H (-2.702, -0.120, 0.026)  0.112
H (-1.033, -2.884, 2.795)  0.112
H (-2.588, -1.296, 3.588)  0.071
H (-3.834, -0.620, 2.605)  0.079
H (-2.408, 0.218, 2.751)  0.083

SMILES ... Cc1ccc(O)cc1.CCC
Electronic energy ... -12676.143 eV
LUMO level ... 0.769 eV
F_max ... 2.55 eV Å⁻¹
Kohn-Sham gap ... 9.16 eV

Record 6
The following is a DFT calculation (the ωB97M-V functional and the def2-TZVPD basis) of 2 unconnected molecules or ions with the total composition C10H16O in a non-equilibrium geometry.

Each line ends with the Löwdin charge.
Positions of all 27 atoms, in Å:
C (2.454, 1.387, 1.025)  -0.173
C (2.697, -0.029, 1.471)  -0.166
H (2.658, 2.184, 1.740)  0.064
H (2.973, 1.619, 0.097)  0.069
H (1.411, 1.640, 0.801)  0.036
H (2.655, -0.708, 0.607)  0.062
H (1.930, -0.478, 2.104)  0.054
H (3.737, -0.104, 1.804)  0.066
C (-0.271, -1.962, 0.254)  -0.231
C (-1.413, -2.938, -0.044)  -0.100
C (-0.569, -0.582, -0.272)  -0.243
C (-0.824, -0.328, -1.620)  -0.035
C (-0.735, 0.442, 0.664)  -0.055
C (-1.202, 0.937, -2.006)  -0.031
C (-1.333, 1.654, 0.279)  -0.013
C (-1.430, 1.930, -1.071)  -0.319
O (-2.014, 3.138, -1.408)  0.043
H (0.058, -1.947, 1.300)  0.100
H (0.588, -2.466, -0.212)  0.107
H (-1.523, -2.938, -1.133)  0.066
H (-0.592, -1.068, -2.378)  0.118
H (-0.525, 0.384, 1.726)  0.115
H (-1.320, 1.291, -3.031)  0.118
H (-1.647, 2.389, 1.005)  0.118
H (-2.171, 3.118, -2.346)  0.084
H (-2.365, -2.603, 0.368)  0.076
H (-1.228, -3.964, 0.277)  0.070

SMILES ... CCc1ccc(O)cc1.CC
Electronic energy ... -12676.451 eV
LUMO level ... 0.870 eV
F_max ... 1.81 eV Å⁻¹
Kohn-Sham gap ... 9.32 eV

Values for ΔE to the lowest compared entry with this formula, charge and spin, kcal/mol, ordered as above
314.99, 43.68, 29.04, 30.05, 36.47, 29.37